{
  "formula": "C3H10N4S",
  "method": "wB97M-V/def2-TZVPD",
  "largest_force_ha_per_bohr": 0.088,
  "de_lowest_kcal_mol": 38.6,
  "total_charge": 2,
  "species": ["C", "C", "C", "N", "N", "N", "N", "S", "H", "H", "H", "H", "H", "H", "H", "H", "H", "H"],
  "positions_angstrom": [[1.931, -1.390, 0.118], [0.620, 1.232, -0.505], [-0.121, -2.078, 1.124], [0.783, -1.217, 0.536], [2.658, -0.330, -0.293], [-0.182, 2.365, -0.290], [-1.570, 2.290, -0.255], [2.277, 1.314, 0.056], [2.473, -2.376, 0.386], [0.120, 0.441, -1.011], [0.340, -3.140, 1.183], [-0.464, -1.718, 2.172], [-1.145, -2.132, 0.721], [3.705, -0.486, -0.367], [0.277, 3.136, 0.220], [-2.048, 3.067, -0.771], [-2.022, 2.337, 0.680], [-1.695, 1.417, -0.787]]
}

=====

{
  "formula": "C3H10N5",
  "method": "wB97M-V/def2-TZVPD",
  "largest_force_ha_per_bohr": 0.095,
  "de_lowest_kcal_mol": 113.4,
  "total_charge": 1,
  "species": ["C", "C", "C", "N", "N", "N", "N", "N", "H", "H", "H", "H", "H", "H", "H", "H", "H", "H"],
  "positions_angstrom": [[0.562, -2.338, -0.094], [2.079, 1.517, 0.000], [0.281, -0.146, 0.301], [-3.470, 0.469, -0.045], [-0.238, -1.343, -0.059], [-2.278, 0.119, -0.009], [-1.230, 0.810, -0.246], [1.377, 0.337, -0.294], [0.131, -3.193, -0.530], [1.550, -2.402, 0.262], [2.015, 2.308, -0.726], [1.745, 1.897, 0.999], [3.145, 1.372, 0.124], [-0.164, 0.128, 1.330], [-4.005, -0.270, 0.376], [-1.118, 1.800, -0.258], [1.483, -0.214, -1.198], [-1.865, -0.849, 0.066]]
}

=====

{
  "formula": "C3H10N5S2",
  "method": "wB97M-V/def2-TZVPD",
  "largest_force_ha_per_bohr": 0.082,
  "de_lowest_kcal_mol": 15.2,
  "total_charge": 1,
  "species": ["C", "C", "C", "N", "N", "N", "N", "N", "S", "S", "H", "H", "H", "H", "H", "H", "H", "H", "H", "H"],
  "positions_angstrom": [[-3.024, -0.212, -0.086], [-0.794, 1.027, 0.063], [-0.423, -0.432, 0.172], [-2.354, 0.946, -0.104], [-0.215, 1.557, -1.155], [-0.161, 1.720, 1.106], [0.915, -0.797, 0.159], [3.238, -2.518, -0.177], [-4.564, -0.603, -0.027], [-1.607, -1.570, 0.016], [-2.911, 1.846, -0.056], [-0.214, 2.553, -1.009], [-0.767, 1.418, -1.991], [-0.020, 1.209, 2.003], [-0.411, 2.761, 1.286], [1.210, -1.797, 0.456], [1.595, 0.014, 0.430], [3.999, -3.139, -0.202], [3.445, -1.630, 0.265], [3.063, -2.355, -1.146]]
}